{"formula": "C39H32ClMnN2O8P2", "method": "ωB97M-V/def2-TZVPD", "symbols": ["Mn", "O", "C", "O", "C", "C", "C", "C", "C", "N", "C", "O", "O", "H", "H", "H", "C", "N", "C", "P", "C", "C", "C", "C", "C", "C", "C", "C", "C", "C", "C", "C", "C", "C", "C", "C", "C", "C", "P", "C", "C", "C", "C", "C", "C", "C", "C", "C", "C", "C", "C", "H", "H", "H", "H", "H", "H", "H", "H", "H", "H", "H", "H", "H", "H", "H", "H", "H", "H", "H", "H", "H", "H", "H", "H", "H", "H", "H", "H", "H", "O", "Cl", "O", "O", "O"], "positions_angstrom": [[-2.504, 0.719, -0.956], [-1.928, -0.891, 3.933], [-2.276, -0.429, 1.583], [-2.334, -0.773, 0.400], [-2.716, 0.992, 1.861], [-3.024, 1.654, 3.038], [-3.399, 2.995, 2.945], [-3.443, 3.646, 1.724], [-3.106, 2.924, 0.585], [-2.777, 1.650, 0.699], [-3.026, 3.440, -0.854], [-3.303, 4.609, -1.066], [-2.626, 2.555, -1.697], [-2.936, 1.144, 3.983], [-3.645, 3.535, 3.851], [-3.713, 4.688, 1.624], [1.541, 0.597, -1.227], [2.078, -0.183, -0.122], [1.996, 0.420, 1.188], [0.288, 0.526, 1.874], [0.760, 1.409, 3.413], [0.674, 2.798, 3.454], [1.006, 3.495, 4.607], [1.415, 2.806, 5.741], [1.490, 1.419, 5.714], [1.161, 0.726, 4.559], [-0.120, -1.154, 2.319], [0.726, -2.251, 2.208], [0.294, -3.567, 2.238], [-1.101, -3.786, 2.287], [-2.002, -2.774, 2.375], [-1.580, -1.363, 2.568], [3.280, -0.884, -0.394], [3.305, -1.862, -1.388], [4.465, -2.560, -1.671], [5.632, -2.317, -0.959], [5.616, -1.354, 0.036], [4.460, -0.639, 0.315], [-0.213, 0.298, -1.851], [-0.156, 1.270, -3.397], [-1.290, 1.229, -4.210], [-1.340, 1.956, -5.387], [-0.266, 2.748, -5.767], [0.860, 2.804, -4.963], [0.917, 2.068, -3.787], [-0.055, -1.422, -2.399], [-0.333, -2.410, -1.455], [-0.098, -3.743, -1.762], [0.386, -4.095, -3.014], [0.642, -3.113, -3.963], [0.429, -1.778, -3.655], [2.160, 0.369, -2.099], [1.647, 1.673, -1.031], [2.419, 1.439, 1.221], [2.586, -0.186, 1.876], [0.334, 3.338, 2.576], [0.933, 4.576, 4.626], [1.663, 3.347, 6.646], [1.796, 0.877, 6.601], [1.180, -0.358, 4.539], [1.786, -2.076, 2.048], [0.993, -4.384, 2.126], [-1.486, -4.798, 2.196], [-3.064, -2.977, 2.285], [-2.680, -1.435, 4.199], [2.397, -2.100, -1.920], [4.443, -3.320, -2.443], [6.535, -2.874, -1.172], [6.515, -1.143, 0.603], [4.489, 0.120, 1.084], [-2.142, 0.626, -3.923], [-2.232, 1.912, -5.999], [-0.314, 3.327, -6.681], [1.701, 3.424, -5.246], [1.810, 2.135, -3.185], [-0.707, -2.152, -0.472], [-0.297, -4.495, -1.010], [0.562, -5.137, -3.253], [1.014, -3.388, -4.943], [0.638, -1.012, -4.392], [-4.986, -1.848, -1.378], [-4.598, -0.646, -2.020], [-5.396, -0.372, -3.157], [-3.175, -0.709, -2.404], [-4.635, 0.475, -1.075]], "mulliken_charge": [0.18, -0.57, -0.77, -0.47, 0.46, -0.25, -0.64, -0.66, 0.61, 0.60, -0.07, -0.77, -0.67, 0.58, 0.47, 0.55, -2.55, 1.57, -2.49, 0.90, 0.70, -0.54, -0.67, -0.45, -0.70, -0.41, -1.32, 0.30, -1.14, -0.60, -1.17, 2.48, -0.16, 0.38, -0.78, -0.53, -0.72, -0.27, 2.80, 0.45, -0.27, -0.87, -0.53, -0.77, -0.78, 0.82, 0.37, -0.85, -0.70, -0.84, -0.84, 0.95, 0.51, 0.48, 0.84, 0.33, 0.40, 0.37, 0.42, 0.28, 0.25, 0.39, 0.40, 0.39, 0.45, 0.22, 0.44, 0.38, 0.38, 0.44, 0.43, 0.43, 0.36, 0.40, 0.36, -0.46, 0.51, 0.37, 0.39, 0.41, -0.67, 1.88, -0.68, -0.76, -0.69], "total_energy_ev": -122737.388, "total_charge": -1, "max_force_ev_per_a": 0.9, "multiplicity": 2}

{"formula": "C39H33AsCl3F10N6O9SSi2TeTi", "method": "ωB97M-V/def2-TZVPD", "symbols": ["Ti", "C", "C", "C", "C", "C", "C", "C", "S", "O", "O", "N", "C", "C", "C", "C", "C", "N", "H", "H", "H", "H", "H", "H", "H", "H", "H", "H", "H", "O", "C", "C", "O", "C", "C", "O", "C", "O", "O", "F", "As", "F", "F", "F", "F", "F", "F", "C", "C", "F", "C", "C", "C", "F", "C", "C", "C", "N", "C", "N", "F", "C", "C", "N", "C", "N", "C", "Si", "C", "C", "C", "Te", "C", "Si", "C", "C", "C", "H", "H", "H", "H", "H", "H", "H", "H", "H", "H", "H", "H", "H", "H", "H", "H", "H", "H", "H", "H", "H", "H", "Cl", "C", "Cl", "Cl", "C", "O", "O"], "positions_angstrom": [[-0.891, -1.978, -0.335], [0.088, 5.038, -5.561], [0.298, 4.056, -4.447], [1.583, 3.709, -4.040], [1.772, 2.792, -3.021], [0.676, 2.231, -2.388], [-0.606, 2.586, -2.760], [-0.791, 3.488, -3.793], [0.988, 0.961, -1.165], [0.608, 1.528, 0.127], [2.382, 0.627, -1.254], [0.061, -0.299, -1.484], [0.663, -1.234, -2.284], [1.392, -0.947, -3.447], [1.858, -1.996, -4.204], [1.593, -3.305, -3.805], [0.871, -3.502, -2.648], [0.455, -2.496, -1.885], [0.990, 5.146, -6.159], [-0.174, 6.015, -5.152], [-0.729, 4.713, -6.200], [2.443, 4.141, -4.534], [2.758, 2.480, -2.712], [-1.473, 2.139, -2.287], [-1.801, 3.712, -4.102], [1.508, 0.080, -3.751], [2.405, -1.805, -5.115], [1.940, -4.149, -4.379], [0.605, -4.498, -2.312], [-4.267, -6.316, 2.565], [-3.537, -5.491, 2.058], [-3.062, -5.496, 0.617], [-3.288, -6.385, -0.186], [-2.256, -4.284, 0.480], [-2.134, -3.601, 1.738], [-1.388, -2.600, 1.802], [-2.940, -4.288, 2.764], [-3.149, -3.978, 3.920], [-1.694, -3.755, -0.528], [-2.152, -0.946, 0.180], [-2.578, -0.325, -2.402], [-1.345, -0.261, -3.787], [-3.419, 1.518, -3.390], [-3.617, -0.993, -3.638], [-4.119, -1.160, -1.268], [-1.940, -2.001, -2.094], [5.691, -3.685, -1.343], [5.526, -3.467, -0.023], [6.563, -2.913, 0.680], [7.703, -2.633, 0.015], [6.478, -2.622, 2.064], [5.243, -2.969, 2.671], [4.204, -3.515, 1.963], [3.085, -3.878, 2.616], [4.283, -3.776, 0.574], [3.186, -4.294, -0.162], [1.866, -4.160, 0.259], [0.745, -4.022, 0.508], [3.352, -4.926, -1.398], [3.477, -5.510, -2.384], [5.103, -2.794, 3.996], [7.547, -2.044, 2.782], [8.809, -1.789, 2.237], [9.881, -1.568, 1.875], [7.484, -1.666, 4.127], [7.545, -1.318, 5.223], [1.250, 4.361, 1.558], [-0.594, 4.191, 2.017], [-1.179, 5.946, 2.564], [-0.966, 3.060, 3.506], [-1.581, 3.753, 0.440], [-1.906, 1.603, 0.474], [-3.935, 1.823, -0.175], [-4.886, 0.941, 1.237], [-6.649, 0.794, 0.503], [-4.858, 2.225, 2.668], [-4.327, -0.731, 1.949], [1.880, 4.393, 2.441], [1.438, 5.260, 0.976], [1.557, 3.508, 0.965], [-0.584, 6.283, 3.406], [-2.218, 5.951, 2.875], [-1.069, 6.678, 1.772], [-0.198, 3.140, 4.271], [-1.006, 2.021, 3.186], [-1.919, 3.308, 3.966], [-0.998, 4.013, -0.443], [-2.540, 4.259, 0.382], [-4.117, 1.282, -1.103], [-4.209, 2.865, -0.309], [-7.088, 1.767, 0.310], [-7.311, 0.255, 1.170], [-6.604, 0.254, -0.436], [-5.298, 3.172, 2.373], [-3.829, 2.408, 2.964], [-5.405, 1.864, 3.532], [-4.333, -1.489, 1.168], [-4.991, -1.074, 2.738], [-3.317, -0.678, 2.358], [1.863, -1.345, 3.721], [1.849, -0.247, 2.338], [1.896, 1.392, 2.912], [3.211, -0.563, 1.273], [0.509, -0.554, 1.641], [-0.495, -0.054, 2.115], [0.599, -1.361, 0.680]], "mulliken_charge": [-0.25, -1.58, 1.15, -0.90, -0.75, 0.24, -0.16, -1.48, 1.30, -0.10, -0.86, 1.89, -0.11, -0.61, -0.92, -1.23, -0.85, 0.91, 0.38, 0.28, 0.37, 0.36, 0.56, 0.35, 0.49, 0.48, 0.48, 0.46, 0.77, -0.65, 0.51, -0.34, -0.71, 1.05, 0.43, 0.10, -0.34, -0.69, -0.48, 0.61, 1.01, -0.50, -0.67, -0.41, -0.67, -0.26, -0.36, -0.20, 0.22, -0.35, 0.35, 0.60, 0.32, -0.50, 1.12, 0.39, -0.31, -0.32, -0.04, -0.72, -0.39, 0.56, 0.06, -0.68, 0.08, -0.67, -0.79, 0.54, -1.28, -0.73, -0.73, -1.17, -0.39, 0.35, -1.24, -0.87, -0.81, 0.34, 0.37, 0.03, 0.34, 0.33, 0.34, 0.41, 0.09, 0.38, 0.34, 0.78, 0.29, 0.88, 0.33, 0.37, 0.35, 0.27, -0.02, 0.42, 0.08, 0.65, 0.24, -0.14, 1.48, -0.17, -0.04, -0.81, -0.50, -0.12], "relative_energy_kj_mol": 631.8, "total_energy_ev": -250929.753, "total_charge": -2, "max_force_ev_per_a": 5.3, "multiplicity": 2}